158
Properties=species:S:1:pos:R:3:forces:R:3 method="wB97M-V/def2-TZVPD" mol_weight_g_mol=1231.8 energy_ev=-178661.0252 smiles="COP(=O)(OC)OC.COP(=O)(OC)OC.COP(=O)(OC)OC.COP(=O)(OC)OC.COP(=O)(OC)OC.COP(=O)(OC)OC.CNC(C)=O.CNC(C)=O.CNC(C)=O.CNC(C)=O.ClCCCl" total_charge=0 lumo_energy_ev=0.36
C -4.048 1.991 -1.824 -0.57 0.57 -0.80
C -4.152 2.085 -3.374 -0.48 -1.70 -0.16
O -4.834 1.291 -4.023 0.01 0.37 0.66
N -3.424 3.024 -3.989 0.96 1.37 2.01
C -3.472 3.436 -5.334 0.19 -0.47 -1.58
H -5.060 2.150 -1.452 -0.17 -0.20 -0.09
H -3.475 2.801 -1.374 0.42 -0.19 -0.14
H -3.744 1.005 -1.473 0.18 0.12 -0.22
H -2.733 3.495 -3.423 -0.07 0.13 0.06
H -2.467 3.653 -5.695 0.23 -0.37 0.02
H -3.995 4.364 -5.567 -0.60 -0.02 0.48
H -3.894 2.611 -5.906 -0.03 0.21 -0.26
C 5.206 -1.524 3.407 -0.32 0.19 0.45
C 5.117 -0.294 4.314 0.23 -0.33 -0.89
O 4.286 0.579 4.260 -1.27 0.58 -0.59
N 6.141 -0.170 5.159 1.13 -0.36 1.64
C 6.285 0.951 6.079 0.79 0.45 0.21
H 5.124 -2.418 4.025 -0.03 -0.12 -0.01
H 6.181 -1.548 2.921 -0.10 0.05 -0.10
H 4.400 -1.540 2.674 0.13 0.16 0.09
H 6.683 -1.001 5.351 0.06 0.26 -0.07
H 6.834 1.765 5.606 -0.20 0.13 -0.30
H 6.936 0.708 6.918 -0.12 -0.55 -0.03
H 5.381 1.380 6.511 -0.30 -0.46 -0.40
C 0.666 4.260 -4.779 -0.02 -0.37 0.31
C 0.056 4.812 -3.473 0.68 1.32 -1.73
O -1.011 4.436 -3.034 -0.06 -0.36 0.59
N 0.682 5.957 -3.053 0.08 0.07 1.43
C 0.123 6.878 -2.033 -1.07 -0.78 -0.58
H 0.783 3.177 -4.763 -0.09 0.02 0.23
H 1.622 4.698 -5.065 0.05 0.08 0.30
H -0.016 4.484 -5.599 -0.22 0.08 0.15
H 1.571 6.228 -3.449 -0.29 -0.27 -0.12
H -0.398 7.658 -2.588 0.41 0.55 0.31
H 0.791 7.226 -1.245 0.43 0.08 -0.59
H -0.687 6.401 -1.482 0.13 -0.49 -0.18
C -0.483 -6.324 3.297 0.38 0.27 0.59
C 0.081 -5.310 2.322 -0.24 -0.70 1.28
O 0.136 -5.592 1.163 -0.02 -0.35 -2.87
N 0.566 -4.155 2.786 -0.21 0.28 0.85
C 1.046 -3.124 1.934 0.54 0.56 -0.22
H -1.080 -5.828 4.063 -0.02 -0.19 0.13
H 0.377 -6.805 3.763 0.02 0.04 0.32
H -1.032 -7.133 2.816 -0.07 0.46 -0.26
H 0.633 -3.929 3.768 -0.21 -0.37 0.23
H 0.401 -2.949 1.073 -0.12 0.07 0.16
H 2.048 -3.305 1.547 0.16 -0.34 -0.16
H 1.132 -2.223 2.542 -0.24 0.15 -0.16
C -0.818 -0.275 -3.664 -0.57 0.42 0.39
O 0.343 -0.215 -4.493 1.70 0.17 0.12
P 1.790 0.066 -3.814 -0.72 -0.13 0.11
O 2.428 -1.038 -3.032 -0.85 1.49 -0.97
O 2.679 0.620 -5.033 -0.02 -0.26 0.32
C 3.430 -0.336 -5.824 -0.20 -0.06 -0.01
O 1.452 1.433 -3.008 -0.30 -1.10 -0.58
C 2.452 1.978 -2.166 0.29 -0.06 0.49
H -1.543 0.483 -3.962 0.33 0.44 -0.15
H -0.499 -0.058 -2.644 -0.48 -0.36 0.24
H -1.385 -1.197 -3.788 0.70 -0.44 0.16
H 4.505 -0.162 -5.862 0.00 0.38 0.85
H 3.158 -0.221 -6.874 -0.65 -0.33 0.17
H 3.225 -1.308 -5.376 0.23 -0.18 -0.65
H 3.259 1.249 -2.103 0.55 0.59 -0.13
H 2.121 2.122 -1.137 -0.56 -0.25 -0.05
H 2.695 2.979 -2.525 0.50 -0.27 -0.32
C -0.630 2.835 -0.144 0.36 2.38 0.50
O -0.550 2.249 1.152 0.33 -4.21 0.14
P -0.406 0.606 1.186 -0.53 -0.09 -1.11
O -0.279 0.009 2.521 0.20 0.49 -0.14
O 0.774 0.184 0.136 -2.14 0.04 0.01
C 2.076 -0.231 0.489 1.37 1.11 1.20
O -1.747 0.161 0.384 0.35 -0.21 0.05
C -2.279 -1.211 0.425 0.53 0.20 0.87
H -0.774 2.288 -1.075 -0.22 -0.66 0.57
H 0.304 3.394 -0.201 0.06 0.15 -0.57
H -1.405 3.576 0.055 -0.16 0.08 -0.96
H 2.296 -1.270 0.732 -1.01 -0.23 -0.33
H 2.317 0.339 1.386 0.61 -0.04 0.06
H 2.765 0.054 -0.306 -0.26 0.01 0.00
H -3.332 -1.233 0.708 -0.02 0.68 -0.06
H -1.752 -1.745 1.216 0.11 -0.18 -0.13
H -2.208 -1.757 -0.515 0.51 0.48 -0.10
C -0.568 -4.066 8.109 -0.58 -0.96 0.62
O 0.166 -2.903 7.779 0.22 0.89 -0.74
P 0.168 -2.330 6.279 -1.07 1.38 1.76
O 0.883 -3.221 5.361 -0.02 0.30 -0.43
O 0.767 -0.833 6.498 -0.90 -2.19 0.21
C 1.442 -0.174 5.428 0.42 0.70 -0.38
O -1.427 -2.092 6.006 1.52 -1.06 0.02
C -1.886 -2.122 4.646 -0.03 1.04 -0.66
H -0.654 -4.815 7.321 -0.07 0.43 -0.48
H -1.549 -3.810 8.509 -0.12 0.20 -0.40
H -0.103 -4.634 8.914 0.60 0.51 0.09
H 1.661 -0.863 4.612 0.19 0.13 0.09
H 2.338 0.301 5.826 0.14 -0.50 -0.03
H 0.856 0.661 5.041 -0.44 -0.30 -0.03
H -2.331 -1.143 4.471 -0.03 -0.04 -0.14
H -2.640 -2.873 4.411 0.12 -0.29 0.66
H -1.067 -2.228 3.934 0.04 -0.06 0.09
C -0.967 -6.254 -5.684 -0.63 0.08 -0.55
O 0.015 -5.986 -4.680 0.19 1.02 1.21
P -0.013 -4.493 -4.008 0.28 0.27 -0.72
O -1.372 -3.880 -4.039 1.75 -0.24 -0.01
O 0.638 -4.665 -2.530 -0.53 -0.72 -2.64
C 0.675 -3.557 -1.642 -0.22 -0.12 1.46
O 1.116 -3.684 -4.931 -1.90 -1.51 0.99
C 2.436 -4.247 -5.100 0.17 1.15 0.53
H -0.833 -7.256 -6.093 0.43 0.03 0.32
H -0.906 -5.547 -6.511 0.23 0.11 0.01
H -1.993 -6.198 -5.320 0.15 0.10 0.40
H 0.391 -3.957 -0.668 -0.12 -0.24 -0.09
H -0.066 -2.792 -1.873 0.36 0.20 -0.41
H 1.699 -3.210 -1.499 -0.13 0.38 -0.62
H 2.683 -4.478 -6.136 -0.53 -0.08 -0.06
H 2.655 -5.104 -4.463 -0.22 0.07 0.03
H 3.026 -3.381 -4.798 0.66 -0.45 0.08
C -6.535 -3.869 0.767 -0.36 -0.13 -0.78
O -7.166 -3.730 -0.536 1.09 0.13 -0.25
P -6.561 -2.632 -1.558 -1.05 -0.69 0.22
O -6.624 -1.276 -0.988 0.52 -0.58 -0.85
O -5.110 -3.226 -1.975 -1.19 0.27 -0.51
C -4.213 -2.420 -2.778 1.16 1.15 0.71
O -7.540 -2.920 -2.810 0.07 0.30 0.68
C -7.698 -4.260 -3.281 1.01 -0.94 -0.48
H -5.603 -3.303 0.771 -0.10 0.02 0.38
H -6.328 -4.929 0.912 0.06 0.08 0.00
H -7.257 -3.536 1.513 0.28 0.17 0.02
H -3.542 -2.923 -3.475 -0.56 -1.07 0.28
H -3.550 -1.982 -2.032 0.13 0.24 -0.19
H -4.611 -1.579 -3.346 -0.90 -0.13 0.26
H -8.656 -4.773 -3.197 -0.53 0.99 0.61
H -7.002 -4.918 -2.761 0.15 0.00 -0.16
H -7.478 -4.293 -4.348 0.23 0.25 0.02
C 1.988 3.718 2.573 -0.30 1.07 0.00
O 3.013 3.043 1.837 1.32 -0.53 -0.21
P 4.465 3.743 1.578 -1.20 0.48 0.26
O 5.502 2.925 0.886 -1.70 1.01 1.18
O 3.934 5.072 0.802 1.60 -0.53 0.66
C 3.668 5.025 -0.596 -0.92 -0.15 0.03
O 4.793 4.401 3.037 -0.82 0.16 -2.36
C 5.658 3.756 3.912 1.43 -1.38 0.63
H 1.187 4.050 1.912 0.07 -0.40 -0.25
H 2.345 4.649 3.013 0.29 -0.16 0.19
H 1.547 3.105 3.359 0.36 -0.34 -0.19
H 2.847 4.325 -0.753 -0.21 0.06 -0.11
H 4.471 4.702 -1.258 0.44 0.16 0.46
H 3.322 6.029 -0.844 0.14 -0.09 -0.18
H 6.676 4.136 3.834 -0.06 0.48 0.08
H 5.774 2.696 3.683 -0.35 -0.13 -0.05
H 5.309 3.814 4.944 -0.19 0.30 -0.17
Cl -0.709 6.169 1.629 0.00 0.01 -0.09
C -2.299 5.725 2.288 -0.60 -0.24 -0.22
C -3.394 6.671 1.902 0.49 0.64 0.17
Cl -3.015 8.216 2.680 -0.18 0.90 0.08
H -2.232 5.763 3.375 0.17 -0.64 -0.16
H -2.604 4.780 1.838 0.47 -0.40 0.53
H -4.333 6.356 2.356 0.00 -0.20 -0.45
H -3.423 6.833 0.824 -0.34 -0.09 0.13